DFT (ωB97M-V/def2-TZVPD) results for a structure of composition C69H145In2N7O13.

Results
- electronic energy (hartree) = -4456.62543
- multiplicity = 1
- relative energy (zero: lowest compared OMol25 entry of this formula, charge and spin) (kJ/mol) = 0.0
- net charge = 0
- HOMO (eV) = -6.8569
- LUMO energy (eV) = -4.3
- frontier orbital gap (eV) = 2.593

Each line ends with the Mulliken charge.
Atoms and positions in Å:
1 In 0.463 0.131 -1.421  0.911
2 In 3.640 2.686 1.018  1.436
3 O 3.411 -0.134 -0.574  0.101
4 C 4.519 -1.006 -0.400  -0.045
5 C 5.609 -0.730 0.784  -0.065
6 O 6.016 0.598 1.111  -0.522
7 H 4.983 -1.299 -1.342  0.536
8 H 3.929 -1.893 -0.170  -0.322
9 H 6.401 -1.424 0.503  0.331
10 H 5.215 -1.163 1.704  -0.315
11 O 0.994 1.151 1.512  -0.761
12 C -0.068 0.712 2.396  0.962
13 C -0.975 -0.577 2.041  1.362
14 O -1.516 -0.777 0.685  0.173
15 H -0.745 1.559 2.501  -0.620
16 H 0.351 0.588 3.394  -0.114
17 H -1.839 -0.777 2.675  -0.747
18 H -0.466 -1.527 2.203  -1.402
19 O 2.622 5.378 0.164  -0.525
20 C 1.880 5.396 -1.008  -0.737
21 C 1.806 4.115 -2.037  0.172
22 O 1.840 2.784 -1.533  -0.356
23 H 2.190 6.249 -1.612  0.352
24 H 0.838 5.645 -0.807  0.384
25 H 2.572 4.035 -2.809  0.291
26 H 0.881 4.236 -2.602  -0.113
27 C -1.773 4.130 -2.872  -1.707
28 C -3.138 3.369 -2.904  1.626
29 C -3.586 3.289 -4.420  -0.645
30 C -4.875 2.519 -4.537  -0.919
31 C -4.828 1.059 -4.020  -1.321
32 C -4.111 0.877 -2.611  2.385
33 N -2.978 1.890 -2.420  -0.638
34 O -2.393 1.700 -1.177  2.057
35 C -5.186 1.055 -1.488  -1.290
36 C -3.596 -0.596 -2.660  -2.424
37 C -4.197 4.246 -2.161  -1.281
38 H -1.349 4.198 -1.870  0.435
39 H -1.860 5.161 -3.213  0.408
40 H -1.032 3.644 -3.505  -0.156
41 H -3.683 4.285 -4.851  0.471
42 H -2.718 2.903 -4.954  -0.074
43 H -5.066 2.361 -5.598  0.496
44 H -5.719 3.135 -4.226  0.346
45 H -4.606 0.322 -4.792  0.540
46 H -5.885 0.798 -3.951  0.430
47 H -5.687 2.022 -1.451  0.392
48 H -5.938 0.272 -1.386  0.581
49 H -4.786 1.071 -0.475  -0.159
50 H -2.899 -0.752 -3.485  0.361
51 H -3.306 -0.857 -1.643  0.054
52 H -4.414 -1.302 -2.799  0.500
53 H -5.267 4.044 -2.207  0.233
54 H -3.902 5.278 -2.351  0.547
55 H -3.996 4.165 -1.093  0.017
56 H -3.086 2.098 -0.644  -0.776
57 C 6.002 -3.480 5.971  -1.940
58 C 4.795 -3.584 5.015  1.743
59 C 4.032 -4.773 5.503  -1.642
60 C 2.554 -4.923 4.936  -0.478
61 C 1.816 -3.624 5.213  -1.031
62 C 2.573 -2.378 4.589  1.132
63 N 4.007 -2.344 5.108  0.133
64 O 4.782 -1.254 4.727  -0.554
65 C 2.444 -2.404 2.993  0.844
66 C 1.921 -1.039 5.182  -1.386
67 C 5.300 -3.845 3.538  -1.223
68 H 6.652 -2.630 5.765  0.373
69 H 6.694 -4.322 5.939  0.428
70 H 5.804 -3.432 7.042  0.405
71 H 4.493 -5.637 5.024  0.403
72 H 4.004 -4.913 6.583  0.450
73 H 2.146 -5.728 5.547  0.512
74 H 2.615 -5.236 3.894  0.059
75 H 1.801 -3.431 6.285  0.519
76 H 0.763 -3.636 4.932  0.164
77 H 3.117 -3.110 2.506  -0.011
78 H 1.461 -2.588 2.560  -1.286
79 H 2.708 -1.449 2.540  0.218
80 H 2.439 -0.210 4.700  0.349
81 H 0.905 -1.185 4.816  0.187
82 H 1.896 -0.951 6.268  0.397
83 H 5.338 -2.972 2.886  -0.116
84 H 4.619 -4.503 2.998  0.341
85 H 6.269 -4.346 3.529  0.528
86 H 4.951 -1.444 3.802  0.377
87 C -4.410 1.150 2.447  -1.924
88 C -4.635 2.640 2.567  2.246
89 C -5.325 2.829 3.941  -1.245
90 C -5.276 4.238 4.560  -0.972
91 C -3.813 4.752 4.647  -1.125
92 C -3.150 4.787 3.275  1.535
93 N -3.305 3.350 2.658  -0.493
94 O -2.529 3.137 1.542  0.637
95 C -3.796 5.879 2.408  -1.679
96 C -1.673 5.083 3.344  -1.721
97 C -5.614 3.057 1.401  -1.749
98 H -3.601 0.933 3.145  0.606
99 H -4.064 0.774 1.485  -0.346
100 H -5.208 0.476 2.760  0.213
101 H -6.376 2.572 3.809  0.406
102 H -5.025 2.137 4.729  0.426
103 H -5.823 4.313 5.501  0.415
104 H -5.814 5.011 4.011  0.391
105 H -3.370 3.982 5.279  0.326
106 H -3.898 5.762 5.049  0.499
107 H -3.511 6.843 2.828  0.494
108 H -3.509 5.698 1.372  0.163
109 H -4.871 5.704 2.351  0.433
110 H -1.216 5.628 2.518  0.372
111 H -1.483 5.581 4.295  0.402
112 H -1.103 4.155 3.298  0.201
113 H -6.458 2.437 1.097  0.349
114 H -5.036 3.323 0.516  0.186
115 H -6.129 3.960 1.730  0.512
116 H -1.951 2.405 1.768  -0.599
117 C -0.481 1.353 -5.102  -1.452
118 C 0.482 0.369 -5.635  1.549
119 C 1.754 1.237 -6.017  -1.112
120 C 3.071 0.465 -6.349  -0.853
121 C 3.249 -0.610 -5.242  -1.465
122 C 2.005 -1.567 -4.911  1.782
123 N 0.859 -0.675 -4.611  0.843
124 O -0.262 -1.409 -4.271  0.782
125 C 1.720 -2.495 -6.181  -1.520
126 C 2.387 -2.459 -3.750  -1.661
127 C -0.127 -0.104 -6.972  -1.927
128 H -0.729 2.102 -5.853  0.631
129 H 0.077 1.712 -4.237  -0.335
130 H -1.442 0.919 -4.826  0.223
131 H 1.480 2.099 -6.625  0.539
132 H 2.065 1.650 -5.057  -0.005
133 H 3.871 1.186 -6.182  0.481
134 H 3.143 0.129 -7.383  0.359
135 H 3.569 -0.090 -4.339  0.210
136 H 4.026 -1.294 -5.583  0.489
137 H 2.127 -3.499 -6.061  0.486
138 H 0.636 -2.616 -6.185  0.254
139 H 2.078 -2.171 -7.158  0.322
140 H 2.579 -1.901 -2.833  -0.267
141 H 1.555 -3.162 -3.715  0.278
142 H 3.187 -3.172 -3.950  0.582
143 H 0.650 -0.573 -7.576  0.427
144 H -0.509 0.652 -7.659  0.404
145 H -1.010 -0.695 -6.730  0.354
146 H -0.432 -1.929 -5.059  -0.012
147 C -2.714 -3.386 3.851  -1.486
148 C -4.100 -3.775 3.276  1.362
149 C -5.040 -3.364 4.470  -1.457
150 C -6.547 -3.490 4.103  -0.818
151 C -6.734 -2.566 2.842  -1.307
152 C -5.825 -2.890 1.699  2.177
153 N -4.448 -2.986 2.074  0.257
154 O -3.587 -3.167 0.990  1.304
155 C -6.373 -4.235 0.994  -1.776
156 C -5.944 -1.675 0.768  -2.523
157 C -4.262 -5.286 3.184  -1.449
158 H -1.933 -3.552 3.110  -0.187
159 H -2.642 -3.972 4.767  0.602
160 H -2.772 -2.306 3.984  0.202
161 H -4.845 -4.106 5.245  0.553
162 H -4.881 -2.383 4.919  0.356
163 H -7.094 -3.078 4.951  0.455
164 H -6.849 -4.519 3.912  0.353
165 H -6.660 -1.542 3.209  0.251
166 H -7.739 -2.824 2.506  0.487
167 H -7.017 -3.872 0.193  0.591
168 H -5.540 -4.771 0.539  0.072
169 H -7.026 -4.865 1.598  0.324
170 H -6.952 -1.635 0.356  0.653
171 H -5.543 -0.730 1.136  -0.130
172 H -5.348 -1.860 -0.125  0.533
173 H -3.859 -5.780 4.068  0.481
174 H -3.683 -5.569 2.304  0.019
175 H -5.228 -5.720 2.927  0.305
176 H -3.096 -2.360 0.823  -0.652
177 C -1.539 -4.445 -3.543  -2.119
178 C -1.069 -5.084 -2.217  2.332
179 C -0.419 -6.386 -2.623  -1.581
180 C 0.263 -7.053 -1.405  -0.926
181 C 1.242 -6.188 -0.768  -1.384
182 C 0.644 -4.793 -0.342  1.463
183 N -0.050 -4.205 -1.537  -0.081
184 O -0.520 -2.928 -1.327  2.254
185 C -0.292 -4.925 0.928  -0.603
186 C 1.908 -3.951 0.063  -1.812
187 C -2.403 -5.362 -1.476  -1.736
188 H -2.239 -5.111 -4.046  0.585
189 H -0.738 -4.436 -4.283  0.475
190 H -1.975 -3.450 -3.459  -0.071
191 H -1.046 -7.072 -3.192  0.410
192 H 0.376 -6.195 -3.344  0.365
193 H 0.730 -8.004 -1.661  0.528
194 H -0.397 -7.351 -0.590  0.297
195 H 2.005 -5.940 -1.507  0.470
196 H 1.767 -6.642 0.073  0.394
197 H -1.215 -4.411 0.661  -0.034
198 H -0.551 -5.930 1.260  0.404
199 H 0.234 -4.578 1.818  -0.380
200 H 1.639 -2.897 0.140  -0.216
201 H 2.196 -4.426 1.000  0.391
202 H 2.772 -3.914 -0.602  0.710
203 H -2.274 -5.965 -0.577  0.250
204 H -3.133 -5.865 -2.111  0.551
205 H -2.870 -4.453 -1.097  0.072
206 H -0.992 -2.961 -0.492  -0.762
207 C 5.552 2.757 -1.972  -1.465
208 C 6.282 4.200 -1.754  1.644
209 C 5.716 5.289 -2.661  -0.837
210 C 6.233 6.687 -2.254  -0.869
211 C 5.855 6.942 -0.847  -1.187
212 C 6.452 5.921 0.169  1.652
213 N 6.139 4.509 -0.327  1.082
214 O 6.602 3.587 0.542  -0.242
215 C 7.935 6.211 0.349  -1.833
216 C 5.811 6.220 1.499  -1.975
217 C 7.751 3.892 -2.053  -1.919
218 H 4.522 2.743 -1.614  -0.353
219 H 5.945 1.887 -1.445  0.231
220 H 5.492 2.336 -2.975  0.651
221 H 5.998 5.236 -3.713  0.544
222 H 4.635 5.429 -2.672  -0.071
223 H 5.845 7.460 -2.917  0.454
224 H 7.319 6.764 -2.303  0.311
225 H 4.776 6.993 -0.697  0.261
226 H 6.188 7.968 -0.688  0.413
227 H 8.140 7.181 0.804  0.462
228 H 8.533 5.476 0.888  0.331
229 H 8.463 6.399 -0.585  0.359
230 H 5.944 7.270 1.759  0.418
231 H 4.743 6.022 1.587  0.234
232 H 6.298 5.692 2.318  0.374
233 H 8.427 4.717 -1.828  0.310
234 H 7.739 3.709 -3.127  0.482
235 H 8.151 2.976 -1.618  0.402
236 H 7.550 3.695 0.434  0.240